No. 1
{"formula": "C25H51NO9", "method": "ωB97M-V/def2-TZVPD", "symbols": ["H", "C", "C", "H", "H", "H", "H", "H", "O", "H", "H", "H", "H", "H", "H", "C", "H", "H", "H", "H", "C", "H", "C", "O", "H", "H", "H", "H", "H", "C", "H", "H", "O", "H", "H", "H", "H", "H", "O", "H", "H", "N", "C", "H", "C", "C", "O", "H", "H", "H", "H", "C", "C", "H", "C", "H", "C", "C", "H", "H", "O", "H", "C", "C", "C", "C", "C", "C", "H", "O", "H", "C", "C", "H", "C", "H", "H", "C", "H", "H", "O", "C", "H", "O", "H", "H"], "xyz": [[0.135, -5.256, -5.642], [-2.586, -5.988, -5.963], [2.872, -2.256, 6.544], [5.485, -2.182, 5.465], [5.096, -3.858, 5.841], [-0.055, 3.309, -2.389], [2.501, -0.039, 1.553], [1.974, -0.814, 3.062], [-5.375, 2.543, 3.667], [1.742, 6.696, 3.109], [4.545, -2.237, -3.760], [2.147, -3.202, -1.847], [-1.407, 4.439, -2.392], [1.023, 0.952, 0.061], [-0.073, -5.546, -0.860], [-3.644, 3.984, 2.900], [0.645, 5.440, 2.473], [3.016, -3.050, 7.279], [2.307, 5.556, 1.874], [5.158, -3.328, 4.142], [3.417, -2.685, 5.204], [0.091, -0.481, -0.465], [-1.971, 2.387, -2.133], [1.793, 1.218, 3.053], [-1.685, -5.659, -0.114], [0.042, 2.586, 3.679], [-0.195, -3.773, -4.721], [0.201, -1.386, 1.681], [-1.543, -5.180, -1.808], [1.436, 2.301, 2.306], [4.078, -3.921, -3.550], [2.604, -1.506, -2.027], [-2.389, -4.741, -3.951], [3.408, -1.374, 6.901], [4.030, -3.189, -5.174], [-2.786, -2.935, -1.296], [-2.730, 3.576, 2.466], [-3.864, 4.922, 2.388], [2.104, 2.712, 1.416], [-1.936, -6.842, -6.163], [-2.938, -3.383, 0.402], [0.254, 2.936, 2.746], [-1.899, -5.027, -5.022], [-0.511, 2.668, 2.128], [-4.782, 3.004, 2.718], [-1.015, 3.535, -1.923], [-2.464, 1.793, -1.199], [-0.742, 0.932, 0.254], [-5.964, 1.933, 1.300], [-4.276, 2.201, 0.792], [-1.358, 1.734, -4.078], [1.991, 8.099, 0.665], [0.987, 7.074, 1.142], [-3.492, 4.175, 3.960], [-5.135, 2.637, 1.300], [-2.787, -5.496, -6.916], [3.863, -3.012, -4.114], [-0.979, -3.661, -0.419], [0.961, -2.032, -2.455], [-0.871, 3.716, -0.860], [1.639, -2.492, -4.790], [-0.425, 0.114, 2.384], [-2.278, 2.009, -3.560], [1.446, 6.130, 2.223], [-0.582, -4.450, -5.471], [2.011, -2.312, -2.464], [0.347, -0.295, 1.713], [2.435, -2.586, -3.881], [1.813, -2.028, 6.455], [-0.126, 7.017, 0.669], [-2.713, 2.860, -4.086], [1.718, -0.039, 2.330], [4.884, -3.038, 5.153], [-5.414, 3.534, 0.742], [-1.068, -5.108, -0.827], [-0.706, -3.906, -6.409], [-3.520, -6.334, -5.526], [-2.281, -2.908, -0.329], [-2.098, -1.875, -0.039], [2.306, 8.728, 1.499], [0.084, -3.125, -0.192], [0.162, 0.305, 0.294], [-2.972, 1.171, -3.579], [2.716, -2.740, 4.220], [1.548, 8.717, -0.113], [2.878, 7.597, 0.276]], "total_charge": 0, "e_homo_ev": -9.338}

No. 2
{"formula": "C22H30Cl2IrN2O2SeSi2", "method": "ωB97M-V/def2-TZVPD", "symbols": ["H", "C", "C", "Si", "Si", "C", "Se", "H", "H", "H", "Ir", "H", "H", "N", "C", "H", "H", "H", "C", "H", "H", "H", "C", "C", "H", "C", "C", "C", "C", "C", "H", "C", "H", "H", "C", "H", "H", "H", "H", "H", "H", "C", "C", "H", "C", "H", "C", "H", "O", "N", "C", "O", "Cl", "C", "Cl", "H", "C", "H", "C", "H", "H", "H"], "xyz": [[0.832, 3.240, -1.209], [-1.266, -0.967, 3.029], [-2.584, -0.489, -5.154], [2.604, -1.663, -0.083], [2.561, 1.719, -0.182], [4.423, -1.681, -0.489], [-1.496, 1.636, -0.302], [2.135, -2.984, -2.108], [-2.102, -4.279, 2.522], [-1.957, -2.088, 6.213], [0.194, 0.087, 0.464], [4.940, 1.140, 0.410], [2.434, 3.970, -1.154], [-3.521, 0.350, -1.838], [-1.830, -2.105, 5.139], [-1.679, -0.400, -5.739], [0.721, -3.054, -1.070], [0.133, 1.428, -2.634], [-1.907, -3.344, 3.033], [1.815, -0.119, -1.782], [-0.456, 1.580, -4.303], [4.786, -2.696, -0.303], [-1.496, -2.228, 2.337], [1.811, -3.044, -1.067], [2.161, 3.079, 1.818], [-2.654, -0.066, -3.832], [-3.825, -0.172, -3.088], [-4.920, -1.128, -4.937], [-2.068, -3.289, 4.429], [1.896, 3.036, -1.330], [4.600, -1.465, -1.543], [-3.739, -1.022, -5.688], [0.936, 1.845, 1.840], [2.076, 2.765, -2.374], [2.339, -1.873, 1.773], [2.597, -2.894, 2.064], [-3.740, -1.362, -6.714], [4.725, 1.393, -1.331], [5.025, -1.006, 0.113], [-5.904, -0.780, -3.053], [2.986, -1.198, 2.337], [4.417, 1.730, -0.340], [-2.247, 0.764, -1.811], [4.747, 2.767, -0.228], [-0.370, 0.914, -3.447], [-5.800, -1.548, -5.404], [1.999, 2.021, 1.599], [2.162, -4.005, -0.682], [-0.902, -1.535, 0.092], [-1.702, 0.530, -3.006], [-1.364, -2.348, 0.914], [-0.968, 0.071, 2.421], [-1.151, 0.475, 5.307], [-1.441, -0.969, 4.476], [-2.561, -4.683, 5.257], [2.580, 1.427, 2.305], [1.790, 0.009, -0.694], [0.191, 0.024, -3.730], [-4.990, -0.706, -3.625], [1.313, -1.695, 2.120], [-4.147, 0.448, -1.053], [-1.726, -3.281, 0.473]], "total_charge": 2, "e_homo_ev": [-13.997, -13.980], "multiplicity": 2, "de_lowest_ev": 0.727}

No. 3
{"formula": "C25H26NNiO4Se2", "method": "ωB97M-V/def2-TZVPD", "symbols": ["C", "C", "H", "H", "O", "H", "O", "C", "Se", "C", "C", "H", "C", "H", "H", "Ni", "H", "C", "O", "H", "C", "H", "H", "C", "H", "C", "C", "H", "H", "H", "C", "C", "C", "H", "H", "H", "C", "C", "C", "H", "H", "C", "C", "H", "N", "Se", "H", "H", "H", "H", "C", "C", "C", "O", "C", "C", "C", "H", "H"], "xyz": [[0.062, 2.212, 2.836], [-1.554, -2.513, -2.130], [1.219, -3.563, 0.844], [-1.633, 3.456, 3.246], [-1.002, 0.634, -1.683], [-0.805, -0.774, 3.387], [-2.652, 2.090, -1.294], [-3.832, -3.662, 2.996], [2.634, -0.095, -2.031], [1.991, 1.353, -3.168], [-4.212, -1.409, 1.449], [0.381, -1.151, -3.841], [1.007, -1.970, -3.485], [-2.644, 3.070, 0.997], [3.024, -2.376, -2.830], [0.680, -0.500, -0.376], [2.396, -4.479, 2.790], [1.491, -3.132, 4.190], [2.708, 0.895, 3.137], [-6.246, -1.465, 2.114], [-1.044, 1.777, 0.393], [-2.940, 1.824, -2.181], [2.337, 1.574, 3.712], [-5.083, -3.063, 2.952], [0.953, -2.784, -4.209], [1.038, -3.140, 1.825], [1.703, -3.659, 2.924], [0.408, -1.680, 5.338], [-1.854, -1.537, -2.502], [-2.064, -2.736, -1.199], [2.451, -1.565, -3.283], [0.669, 1.398, 1.889], [-0.078, -1.570, 3.255], [-5.907, -3.482, 3.514], [2.090, 2.276, -2.602], [2.615, 1.411, -4.056], [-0.539, -1.439, 0.823], [-2.940, -1.987, 1.503], [-2.770, -3.134, 2.280], [-2.269, -0.762, -0.106], [-3.680, -4.554, 3.589], [1.965, 0.654, 2.066], [-1.140, 2.822, 2.523], [-4.369, -0.530, 0.831], [0.113, 1.184, 0.697], [0.337, -2.508, -1.734], [2.954, -1.293, -4.209], [2.016, -3.537, 5.044], [0.949, 1.200, -3.435], [-1.764, -3.295, -2.855], [-1.871, -1.364, 0.707], [-5.272, -1.934, 2.169], [-1.707, 2.612, 1.277], [2.329, -0.125, 1.225], [-1.551, 1.436, -0.961], [0.594, -2.087, 4.352], [0.131, -2.089, 1.973], [-1.809, -3.630, 2.318], [0.495, 2.368, 3.815]], "total_charge": 1, "e_homo_ev": [-10.214, -10.256], "de_lowest_ev": 0.000}

No. 4
{"formula": "C2H4NPS", "method": "ωB97M-V/def2-TZVPD", "symbols": ["C", "H", "N", "H", "P", "H", "C", "H", "S"], "xyz": [[0.536, 0.225, -0.569], [0.737, 0.409, 0.438], [-2.751, -0.760, 0.725], [0.702, -0.835, -0.878], [-4.168, -0.794, -0.115], [0.216, 1.012, -1.212], [-1.516, -0.591, 0.770], [-0.808, -0.948, 1.486], [-5.015, 0.973, -0.342]], "total_charge": 0, "e_homo_ev": [-8.301, -8.802], "de_lowest_ev": 3.912}